Entry 1:
This record from the OMol25 dataset describes a molecular structure, C37H57BrF10N10O4P2Sn at a distorted geometry. The level of theory is wB97M-V/def2-TZVPD.

Geometry as XYZ:
```
122
Properties=species:S:1:pos:R:3:forces:R:3:lowdin_charge:R:1
Sn 0.968422 -0.511083 0.279232 0.41 -0.07 0.19 1.504
C -0.093673 -0.170084 4.419687 0.12 0.04 0.06 -0.134
N 0.513218 0.669001 3.401773 -0.16 0.19 0.19 -0.212
C -0.475847 1.695926 2.954248 0.19 0.15 -0.39 -0.179
C -0.189919 3.208010 2.938913 0.01 0.05 0.19 -0.250
N 0.828683 3.674625 2.038040 0.28 -0.42 -0.01 0.034
C 0.745328 4.855785 1.480876 -0.09 0.17 -0.10 -0.234
C 1.898049 5.352174 0.767195 -0.07 -0.11 -0.02 -0.175
F 3.047290 4.647909 0.874466 0.00 -0.07 -0.15 0.058
C 1.922709 6.493426 0.009269 -0.13 -0.05 0.08 -0.185
F 3.047186 6.848770 -0.647397 0.04 -0.01 -0.05 0.073
C 0.808254 7.319468 -0.069592 0.01 0.05 0.11 -0.187
F 0.814842 8.435826 -0.845669 -0.03 0.05 -0.02 0.044
C -0.287942 6.977736 0.702208 0.20 0.13 -0.10 -0.184
F -1.343463 7.820053 0.732739 -0.10 -0.01 -0.03 0.071
C -0.318909 5.827177 1.458006 0.16 -0.10 0.07 -0.140
F -1.425638 5.668049 2.239871 -0.09 0.05 -0.04 0.029
C 1.843612 1.121651 3.803013 0.05 0.18 -0.35 -0.196
C 2.816926 1.221922 2.625255 -0.17 -0.24 0.29 -0.234
N 2.994765 -0.101618 2.016317 -0.70 -0.14 -0.40 -0.072
C 4.216665 -0.493830 1.648851 0.84 -0.21 -0.04 -0.244
C 5.396106 0.282227 1.427990 -0.27 -0.03 0.10 -0.153
F 5.386507 1.629866 1.564612 -0.08 -0.01 -0.11 0.063
C 6.597217 -0.255449 1.011439 0.17 -0.25 0.00 -0.173
F 7.650044 0.557128 0.799753 -0.01 0.05 -0.01 0.088
C 6.753695 -1.611444 0.796624 -0.08 0.09 0.02 -0.176
F 7.934321 -2.127477 0.384366 -0.03 0.02 0.03 0.069
C 5.656065 -2.424516 1.033328 0.12 -0.03 -0.02 -0.168
F 5.782617 -3.755752 0.900627 0.00 0.01 -0.03 0.097
C 4.463928 -1.886231 1.444779 -0.19 0.16 0.07 -0.164
F 3.462332 -2.747499 1.716459 0.12 0.00 -0.03 0.076
H -0.292738 0.369276 5.364681 -0.04 0.01 -0.02 0.089
H 0.571166 -1.006566 4.647358 -0.03 -0.02 0.07 0.079
H -1.038003 -0.575736 4.047987 0.08 0.01 0.04 0.048
H -1.347328 1.614098 3.613889 -0.07 -0.11 -0.08 0.095
H -0.802546 1.424891 1.945846 -0.15 -0.02 0.04 0.048
H 0.066800 3.535385 3.961428 -0.15 -0.03 0.10 0.105
H -1.173977 3.632931 2.710316 0.01 -0.15 0.17 0.100
H 2.262277 0.394164 4.505875 -0.11 -0.03 0.02 0.110
H 1.801383 2.094816 4.313476 0.03 -0.02 0.00 0.109
H 3.753357 1.605247 3.036547 -0.03 0.06 -0.07 0.108
H 2.416412 1.963946 1.936993 0.08 0.15 -0.13 0.075
C -3.633628 -3.775634 -2.356890 0.03 0.08 0.06 -0.136
N -2.421317 -3.041502 -2.084904 0.27 0.10 0.10 -0.299
C -1.397915 -3.265557 -3.089412 0.02 0.08 0.10 -0.126
P -2.561104 -1.454979 -1.464326 -0.64 -1.82 -0.83 0.435
O -1.170740 -0.983613 -1.372094 0.05 0.35 -0.01 -0.432
O -3.419755 -1.940439 -0.163909 0.02 1.06 0.05 -0.362
P -3.079453 -1.774914 1.401987 -0.66 -1.48 0.49 0.472
O -1.718364 -1.426015 1.820589 -0.04 0.39 -0.01 -0.308
N -3.347446 -3.412532 1.785576 0.28 0.15 -0.16 -0.296
C -4.651741 -3.974444 1.524101 0.04 0.06 -0.06 -0.138
C -2.776688 -3.860832 3.040154 0.09 0.13 -0.04 -0.120
N -4.336813 -1.005270 2.203155 0.51 0.21 -0.52 -0.298
C -3.962694 0.025750 3.162962 0.07 0.08 0.03 -0.129
C -5.598058 -0.725026 1.541956 -0.10 -0.01 0.02 -0.147
N -3.676053 -0.831294 -2.580780 0.38 0.24 0.64 -0.322
C -5.035930 -0.493008 -2.216212 -0.13 0.01 -0.03 -0.168
C -3.099924 0.082230 -3.552270 0.01 0.00 -0.10 -0.132
H -3.421452 -4.849348 -2.348251 -0.02 0.00 -0.01 0.081
H -4.074995 -3.513981 -3.331587 0.00 0.01 0.00 0.077
H -4.369624 -3.567609 -1.581771 -0.07 -0.10 -0.05 0.052
H -1.107183 -4.319697 -3.080975 0.01 0.00 -0.06 0.081
H -0.519884 -2.671494 -2.848484 0.06 -0.08 -0.06 0.060
H -1.740591 -3.004646 -4.104651 -0.03 -0.03 -0.01 0.080
H -5.395196 -3.707605 2.292094 0.02 0.03 0.01 0.080
H -4.576527 -5.065225 1.483913 -0.02 0.01 0.00 0.081
H -5.009680 -3.623243 0.557242 -0.09 -0.09 0.01 0.053
H -1.780892 -3.434345 3.134423 0.04 -0.08 0.11 0.069
H -2.690988 -4.950868 3.028598 -0.02 0.01 0.02 0.079
H -3.379635 -3.565020 3.914304 -0.02 -0.02 -0.02 0.081
H -3.068875 -0.291855 3.693416 -0.03 0.11 0.07 0.054
H -4.781882 0.143699 3.878072 0.02 -0.04 0.02 0.082
H -3.762874 0.983698 2.672411 0.00 -0.03 -0.03 0.042
H -5.626289 0.300193 1.159424 0.08 -0.04 -0.08 0.054
H -6.411404 -0.862757 2.263030 -0.02 -0.02 -0.04 0.080
H -5.751197 -1.409071 0.709792 -0.07 0.03 0.02 0.052
H -5.384282 -1.165483 -1.435419 -0.08 0.04 -0.03 0.052
H -5.673069 -0.621038 -3.098423 0.02 -0.06 -0.01 0.080
H -5.127014 0.536410 -1.855563 0.07 -0.04 0.06 0.030
H -2.068129 -0.209041 -3.747794 0.01 0.12 -0.09 0.063
H -3.119970 1.121440 -3.201792 0.01 -0.05 0.06 0.063
H -3.665250 0.009422 -4.487031 0.01 -0.01 0.02 0.082
O 0.912626 -2.174896 2.224988 0.09 0.13 -0.18 -0.179
H 1.748325 -1.733594 2.490771 -0.08 0.12 0.03 0.006
H 0.198146 -1.635630 2.598154 -0.01 -0.08 -0.05 -0.034
Br -3.071494 1.082112 -0.118832 -0.12 0.70 0.25 0.147
C 1.099930 0.488232 -3.227254 0.02 -0.09 0.01 -0.153
C 1.434057 1.397521 -4.434313 -0.01 0.03 0.02 -0.159
N 1.446856 2.799836 -4.021032 0.07 0.06 -0.13 -0.166
C 2.458107 2.958216 -2.971328 -0.05 0.04 -0.07 -0.144
C 2.075390 2.111534 -1.734944 0.07 -0.01 0.04 -0.163
N 0.885747 1.300457 -2.024291 0.20 -0.04 -0.05 -0.209
C -0.218938 2.232956 -2.266527 -0.17 -0.01 0.06 -0.163
C 0.134629 3.150094 -3.467931 0.07 0.04 0.01 -0.146
H 1.900286 -0.222730 -3.021821 -0.05 -0.03 -0.06 0.090
H 0.190674 -0.089632 -3.402474 0.02 -0.04 0.07 0.093
H 0.702761 1.280497 -5.240227 0.00 0.01 0.02 0.107
H 2.420231 1.163768 -4.845435 -0.02 -0.03 -0.01 0.107
H 2.529683 4.018408 -2.727820 0.03 0.04 0.09 0.112
H 3.421806 2.646052 -3.383247 -0.01 0.01 0.00 0.110
H 1.818427 2.740525 -0.886871 0.07 0.14 0.21 0.108
H 2.894403 1.459792 -1.433461 -0.03 0.06 -0.01 0.081
H -1.124036 1.658556 -2.451964 0.02 -0.04 0.10 0.057
H -0.383661 2.809892 -1.354790 -0.04 -0.04 0.00 0.113
H 0.171259 4.199966 -3.166937 -0.03 -0.01 0.00 0.113
H -0.602850 3.059262 -4.271492 -0.01 0.00 0.03 0.107
C 4.174042 -0.734986 -1.706375 -0.21 -0.14 -0.02 -0.047
C 3.232852 -1.901501 -1.774467 0.32 0.02 -0.06 -0.405
C 3.396323 -3.036412 -2.534312 -0.07 0.04 -0.01 -0.088
C 2.353181 -3.925310 -2.171610 0.04 0.05 -0.09 -0.092
C 1.607424 -3.288881 -1.207213 -0.17 -0.26 0.04 -0.406
C 0.496753 -3.877780 -0.391430 0.16 0.25 0.04 -0.060
N 2.129103 -2.040180 -0.962975 -0.24 0.27 0.33 -0.077
H 5.199226 -1.100969 -1.627087 0.03 0.08 0.03 0.078
H 3.967926 -0.141231 -0.816972 0.09 0.09 -0.07 0.044
H 4.120762 -0.089929 -2.588799 -0.02 0.06 0.04 0.068
H 4.186267 -3.216109 -3.248952 0.06 0.03 0.03 0.084
H 2.197419 -4.924372 -2.552744 -0.08 -0.02 0.06 0.082
H 0.227982 -4.853176 -0.797961 -0.06 0.00 0.00 0.074
H -0.400765 -3.253130 -0.375868 0.01 -0.07 0.00 0.039
H 0.833454 -3.996884 0.639514 -0.13 -0.10 0.02 0.062
```
Forces are in eV/Å.

The relative energy (zero: lowest compared OMol25 entry of this formula, charge and spin) comes out at 151.69 kJ/mol. The total energy is -6762.43730 Eh. Its charge is -2.

Entry 2:
This record from the OMol25 dataset describes a molecular structure, C37H57N7O3SeSr at a distorted geometry. The level of theory is wB97M-V/def2-TZVPD.

Geometry as XYZ:
```
106
Properties=species:S:1:pos:R:3:forces:R:3:nbo_charge:R:1
Sr 2.009825 -0.097217 1.672892 0.50 0.09 0.57 1.811
C -4.865752 -0.149814 -2.051249 -0.02 0.01 -0.10 -0.595
C -5.104577 0.027970 -0.548165 0.10 -0.03 0.06 -0.079
C -6.206942 -0.936938 -0.120541 -0.13 -0.09 0.03 -0.605
C -5.578394 1.461173 -0.286936 -0.02 0.10 -0.01 -0.594
C -3.796697 -0.212021 0.206090 0.01 0.13 -0.05 -0.005
C -2.662383 0.533684 -0.121953 -0.16 -0.03 -0.10 -0.207
C -1.471664 0.375367 0.554344 -0.20 -0.27 0.17 -0.243
Se 0.062603 1.321708 -0.134686 -0.22 0.09 -0.34 0.254
C 0.465298 0.147144 -1.621793 -0.02 -0.04 -0.04 -0.284
C -0.214775 0.363087 -2.800678 -0.09 0.01 -0.22 -0.236
C -0.015884 -0.469998 -3.901217 -0.09 0.18 0.14 0.010
C 0.886101 -1.504961 -3.731393 0.16 -0.10 0.10 -0.135
C 1.605456 -1.764931 -2.559124 -0.17 -0.01 -0.53 -0.142
C 1.410853 -0.905471 -1.466603 0.27 0.01 1.10 0.416
O 2.036675 -1.047317 -0.311077 -0.37 -0.13 -1.16 -0.980
C 2.546738 -2.981009 -2.611405 -0.08 0.08 0.05 -0.072
C 3.608821 -2.738205 -3.689608 0.12 -0.01 -0.06 -0.594
C 3.284497 -3.321892 -1.313972 0.01 -0.02 0.02 -0.589
C 1.727464 -4.221090 -2.995447 -0.06 -0.15 -0.01 -0.594
C -0.779994 -0.218780 -5.199188 0.09 -0.03 0.05 -0.103
C -0.448245 1.180906 -5.727179 0.00 0.07 -0.03 -0.594
C -2.285501 -0.302550 -4.933838 -0.09 0.02 0.01 -0.588
C -0.426261 -1.238062 -6.279409 0.00 -0.04 -0.08 -0.605
C -1.407263 -0.543387 1.620022 0.31 -0.08 0.14 0.328
O -0.256406 -0.587475 2.400848 -0.43 0.11 0.08 -0.851
C -2.464400 -1.402510 1.894360 -0.36 -0.04 -0.29 -0.067
C -3.659372 -1.166753 1.190508 0.18 -0.08 0.06 -0.195
C -2.465732 -2.652513 2.799559 0.02 0.11 -0.04 -0.071
C -2.895643 -3.849926 1.934629 -0.05 -0.08 -0.04 -0.594
C -3.492148 -2.464923 3.922716 -0.03 0.04 0.13 -0.594
C -1.126894 -3.065545 3.419074 0.10 0.06 0.02 -0.594
H -5.803253 -0.019771 -2.593930 -0.04 0.01 -0.03 0.209
H -4.471763 -1.139233 -2.284368 0.01 -0.06 0.05 0.217
H -4.159910 0.583348 -2.439222 0.03 0.03 0.01 0.206
H -7.111824 -0.728869 -0.693363 -0.01 0.02 -0.01 0.215
H -6.463671 -0.840324 0.935731 0.04 0.07 0.04 0.208
H -5.939910 -1.978733 -0.305059 0.07 -0.01 -0.04 0.211
H -6.505980 1.658404 -0.826414 -0.04 -0.01 -0.03 0.208
H -4.840948 2.190586 -0.622898 0.04 0.01 0.00 0.208
H -5.761060 1.635768 0.773922 0.01 -0.04 0.05 0.210
H -2.711866 1.247935 -0.933683 0.08 0.02 0.00 0.219
H -0.910266 1.192093 -2.865011 -0.01 0.01 0.02 0.205
H 1.061316 -2.167646 -4.565794 -0.02 -0.01 -0.04 0.193
H 4.213594 -1.862624 -3.451630 0.00 0.04 0.04 0.214
H 3.173458 -2.585243 -4.677341 -0.04 0.01 -0.01 0.200
H 4.274873 -3.600744 -3.751730 0.04 -0.04 -0.01 0.203
H 3.947163 -2.526165 -0.986045 0.03 0.07 -0.04 0.223
H 3.882873 -4.217051 -1.506572 0.02 0.01 0.07 0.192
H 2.602194 -3.532856 -0.493911 -0.07 -0.02 0.01 0.213
H 1.248092 -4.129756 -3.970250 0.01 0.04 -0.01 0.200
H 0.945022 -4.413994 -2.259459 -0.01 0.02 0.04 0.209
H 2.375659 -5.098808 -3.033887 0.04 -0.02 0.01 0.203
H -0.716084 1.953772 -5.006351 -0.02 0.01 0.03 0.203
H -0.998416 1.381510 -6.648452 -0.02 0.00 -0.05 0.202
H 0.617098 1.280685 -5.936794 0.04 -0.04 0.00 0.213
H -2.599395 0.436891 -4.197400 0.00 0.04 0.02 0.199
H -2.568509 -1.285931 -4.557096 0.04 -0.06 0.02 0.210
H -2.845213 -0.114500 -5.851630 -0.03 0.01 -0.06 0.202
H 0.633672 -1.217330 -6.533425 0.06 0.06 0.00 0.210
H -0.987657 -1.014706 -7.187337 -0.03 0.01 -0.04 0.209
H -0.675693 -2.256297 -5.979791 -0.05 -0.03 0.06 0.209
H -4.504075 -1.796197 1.422254 -0.05 0.02 0.01 0.212
H -3.855434 -3.692789 1.447368 -0.02 -0.03 0.01 0.206
H -2.981889 -4.739284 2.559110 0.00 -0.05 0.05 0.208
H -2.158573 -4.055134 1.158018 0.05 0.04 -0.02 0.220
H -4.512302 -2.410550 3.544542 -0.03 0.00 -0.06 0.211
H -3.316003 -1.544919 4.484274 0.08 0.01 0.01 0.195
H -3.441403 -3.303256 4.618295 -0.02 -0.05 0.03 0.211
H -0.342168 -3.180409 2.673291 -0.03 -0.02 -0.07 0.223
H -1.272408 -4.029544 3.909178 0.02 -0.03 -0.01 0.209
H -0.754233 -2.382015 4.177133 -0.04 0.15 0.09 0.195
N 3.658542 -1.115935 3.193737 0.01 -0.23 0.44 -0.749
C 4.705606 -0.763279 2.805074 0.37 0.00 0.00 0.544
N 5.871651 -0.419775 2.382244 -0.14 0.08 -0.03 -0.677
C 5.924265 0.731090 1.730805 0.29 -0.32 0.25 0.470
N 6.053493 1.730237 1.165189 0.01 0.35 -0.25 -0.538
N 2.930169 2.285806 2.010868 -0.16 -0.25 0.20 -0.584
C 3.253810 3.245635 1.455466 -0.06 0.20 -0.15 0.575
N 3.539078 4.354980 0.835393 0.08 0.06 0.00 -0.469
C 2.491210 5.329160 0.515129 0.05 -0.28 -0.01 -0.228
C 2.953906 6.686370 1.005134 -0.10 0.22 0.00 -0.080
O 4.215445 7.017647 0.460968 -0.05 0.00 -0.04 -0.518
C 5.208687 6.087320 0.863135 0.23 0.06 -0.01 -0.082
C 4.890594 4.692824 0.370375 -0.09 -0.16 -0.03 -0.255
H 1.562173 5.012630 0.989753 0.03 0.09 0.02 0.222
H 2.344818 5.330892 -0.569501 0.00 0.11 0.03 0.205
H 3.010432 6.689907 2.102243 -0.02 -0.06 -0.01 0.170
H 2.256586 7.465324 0.692870 0.04 -0.04 -0.01 0.202
H 5.294882 6.089058 1.957652 -0.02 -0.03 -0.01 0.172
H 6.152573 6.432988 0.441980 -0.04 -0.01 0.00 0.207
H 5.588035 3.938361 0.733139 -0.01 0.05 0.03 0.283
H 4.883659 4.654846 -0.723148 0.06 0.09 0.01 0.200
N -0.847260 0.276560 4.937004 -0.07 -0.04 -0.10 -0.849
C 0.390614 0.307965 5.743752 -0.09 -0.09 0.17 -0.244
C 1.287949 1.480409 5.328916 0.04 0.23 0.05 -0.233
N 2.720483 1.279007 5.433580 0.00 -0.13 0.01 -0.826
H -1.537425 -0.338630 5.357443 0.09 -0.02 0.03 0.378
H -0.517948 -0.362221 3.348734 0.03 0.13 -0.11 0.526
H -1.274100 1.199664 4.938282 0.04 -0.04 -0.09 0.375
H 0.937717 -0.628933 5.601942 -0.10 0.02 -0.10 0.199
H 0.137151 0.379870 6.807678 0.20 -0.02 -0.01 0.180
H 1.028112 2.365208 5.919310 -0.06 -0.05 0.01 0.190
H 1.061315 1.761465 4.295675 0.02 -0.10 -0.11 0.184
H 3.047312 0.589462 4.762696 0.05 0.00 0.07 0.376
H 2.991943 0.950042 6.352665 -0.04 0.06 0.01 0.354
```
Forces are in eV/Å.

The total energy is -4485.32113 Eh.